Record 1
C52H57N4O12 | the ωB97M-V functional and the def2-TZVPD basis

The geometry in XYZ format:
```
125
Properties=species:S:1:pos:R:3:forces:R:3
O 1.25433 -6.54349 2.30143 -0.5 0.5 0.4
O 1.02376 3.71769 1.56330 -0.9 1.0 -0.4
O -3.22021 -5.38733 4.00917 0.6 -3.1 -4.6
O 7.36986 -4.03304 3.52871 -1.2 13.5 -5.1
O -4.01144 -0.98146 0.88796 -0.8 3.2 0.0
O -3.83269 2.90300 -1.49173 1.1 0.5 -2.6
O -4.14756 1.52520 2.38643 4.6 -3.2 -1.2
O -8.09649 6.10219 0.33114 -0.5 -1.6 1.0
O -7.45107 -1.76178 -1.85466 -2.1 -2.1 3.1
O -3.35801 -0.28437 -5.24765 3.1 0.9 -2.1
O 6.08035 -2.37666 -1.76407 -0.5 0.5 1.3
O 2.17424 -0.92774 2.93611 -2.0 -0.2 0.1
N 1.92629 -0.05905 -1.55362 1.6 -1.2 0.7
N -1.33740 3.24777 -3.28900 -0.3 1.0 -0.3
N -0.14747 -0.39287 -1.30057 -4.2 3.3 -0.4
N 6.71136 1.92927 0.15428 -1.1 0.2 0.4
C -5.43100 -2.31536 -3.08539 -2.1 4.8 0.1
C 0.44370 -4.32144 3.09470 1.2 2.4 0.4
C 0.37060 -1.59901 -1.24938 7.6 4.5 -1.6
C -6.44978 -1.31549 -2.60796 2.6 0.0 -1.5
C -1.62539 0.00091 -1.39527 -2.3 -0.3 0.4
C 3.38980 1.82056 -0.38441 4.2 -2.2 -1.8
C 7.19252 -3.67945 2.16467 0.0 -2.9 0.8
C 0.64168 -2.85186 3.37967 3.1 -3.8 -3.5
C -0.50435 1.84725 1.68912 -1.9 2.8 -1.0
C 1.27134 -5.10772 2.32980 3.5 -1.5 -1.2
C -1.79089 1.32371 1.78159 0.7 1.2 0.5
C -5.14788 0.46231 -3.87844 -3.0 -5.4 1.9
C 8.59129 0.77480 1.97939 0.6 1.2 -0.7
C 0.86699 4.24136 -3.11976 -0.2 -1.4 -3.3
C -2.92184 2.13396 2.01313 -0.9 1.1 0.4
C -3.28014 -4.34325 3.14694 0.0 -1.0 2.2
C 6.46538 -2.84512 -0.50484 -0.1 -2.0 -2.6
C -7.12574 3.87610 -0.25160 0.3 2.8 0.7
C 7.67305 1.14293 -0.23786 0.7 -0.3 6.7
C -2.86558 3.55020 1.98314 3.1 -0.5 -0.1
C -0.33510 3.29463 1.58857 -0.3 0.1 2.4
C 1.37395 3.46078 -4.24565 -5.4 -2.5 2.2
C 2.37507 -4.54505 1.64470 0.9 4.4 1.5
C -3.84137 -3.33077 0.96386 2.1 -3.4 2.9
C -4.45068 -1.88509 -3.93410 0.3 -1.2 0.1
C 6.75117 -4.15851 -0.28189 2.4 -5.4 3.1
C -3.42526 -4.62940 1.80159 -2.4 14.5 1.8
C -4.60953 5.10576 -0.93509 -2.7 2.6 1.9
C 0.76565 0.52634 -1.51980 -0.1 0.8 0.6
C -0.88131 2.55035 -4.32833 0.9 0.7 1.3
C -4.29250 -0.56690 -4.36884 -2.7 1.1 2.7
C 6.43051 -2.02961 0.54522 -1.3 4.3 2.6
C -0.50990 4.13774 -2.77207 2.3 -1.4 -1.4
C 6.63305 2.14507 1.46643 0.2 0.3 0.4
C 1.77942 -1.44485 -1.39833 -2.0 1.4 0.4
C 6.71693 -2.41380 1.86505 0.0 0.1 -1.8
C 7.51475 1.68347 2.40301 1.8 -2.5 2.1
C -3.80838 -2.06372 1.57741 0.3 -5.0 1.3
C -5.99334 3.18472 -0.60630 -2.2 -2.5 -0.3
C 1.82320 -2.25317 2.76085 -0.8 -2.8 -0.9
C -6.41326 0.04882 -3.02708 4.1 -0.3 -1.1
C -3.20701 -3.12632 3.77631 -1.7 4.5 -1.0
C -3.55379 -1.97540 2.95261 -0.9 -11.3 -2.3
C -4.83793 3.74122 -1.03757 2.9 2.3 -0.8
C 0.37761 2.47409 -4.80323 3.2 3.9 2.0
C 3.15905 0.69477 -1.55222 4.0 -0.4 0.5
C -7.00337 5.32738 -0.15353 -0.6 -0.3 1.4
C 7.29307 -4.63391 1.13195 -2.8 2.8 -3.2
C -1.45694 4.15957 1.90134 -1.4 -1.5 -1.6
C 2.65907 -3.10721 1.87513 -0.2 -0.2 -0.6
C 8.69714 0.56968 0.56898 0.3 1.7 -0.6
C -5.78015 5.97204 -0.35722 2.5 -3.7 -2.0
H 0.62004 1.74886 -5.52987 0.4 -0.4 -0.8
H 2.64878 -2.10284 -1.27031 -0.7 0.3 -0.3
H -7.40193 -2.54953 -1.13981 0.8 2.8 -3.0
H 4.05141 -0.08965 -1.76738 -2.0 1.9 1.0
H 3.57378 -2.62306 1.24043 -2.3 -1.1 2.0
H -4.79351 2.13963 2.45515 -3.2 3.2 0.3
H -2.54878 -0.85634 -5.28210 -1.5 0.4 0.4
H -2.13976 -0.78072 -0.80069 0.1 0.1 -0.7
H 5.98234 -0.94607 0.32059 1.2 -2.4 0.8
H -3.74874 -2.62542 -4.33607 -0.2 0.2 0.0
H -3.24492 -5.39168 4.91011 -0.1 1.3 3.5
H 1.21498 4.70847 1.54298 -1.1 -1.9 0.1
H -8.09504 3.47580 0.08928 0.8 -0.2 -0.5
H 4.18587 2.62168 -0.65145 -1.0 -1.8 -0.3
H -3.26272 -1.18204 3.26766 2.6 10.1 4.2
H -8.76248 5.61147 0.96343 2.3 1.0 -2.1
H 0.22632 1.09580 1.53933 1.3 0.0 -0.1
H -3.85881 4.08015 2.02568 1.6 -0.1 0.2
H 2.53060 2.33279 -0.42459 -3.4 1.9 1.0
H 6.47784 -1.71771 2.60683 0.0 0.8 1.2
H -7.02712 0.91810 -2.67255 0.3 -1.5 -0.3
H -3.32459 -5.49871 1.53414 0.6 -9.0 -3.5
H -0.20786 -4.91322 3.66413 -1.5 -0.2 0.8
H 9.45244 0.47371 2.67010 -1.6 0.4 -0.9
H 2.12012 -7.02872 2.14822 -1.4 1.8 0.2
H -5.13055 1.43228 -4.19970 0.4 2.3 -0.8
H -3.95396 -3.45131 -0.09147 -0.2 0.1 -0.5
H -1.74510 0.26831 1.66639 -1.0 -0.9 0.4
H 3.15729 1.31193 -2.40741 -0.1 0.5 -1.3
H -0.12788 -2.42556 3.94856 -0.5 1.0 0.9
H 3.24529 -5.05032 1.18502 -1.1 -0.2 0.0
H 7.44272 -4.80059 3.80598 1.1 -11.8 2.9
H -3.10049 -2.91063 4.91598 0.1 -0.9 -2.3
H 5.94180 2.87096 1.82601 -0.9 0.4 -0.1
H 9.60498 0.47910 -0.18757 -1.4 -1.0 2.6
H -1.30038 5.28186 1.87499 -0.4 -1.6 0.2
H -2.18616 0.97844 -0.85918 2.7 -2.0 -1.6
H 7.38084 1.93612 3.54877 0.4 -0.5 -2.7
H 6.62781 -2.80061 -2.40344 0.5 -0.5 -0.8
H -5.68435 -3.29463 -2.86960 0.1 -1.9 0.5
H -3.39293 3.22509 -2.40413 -1.2 -0.8 3.0
H -6.00891 2.09341 -0.74316 -0.2 0.4 0.3
H -3.62917 5.64766 -1.11111 -1.3 -1.0 0.1
H 0.62153 1.59786 -1.45865 -0.2 -0.2 -0.4
H -0.87011 4.75440 -2.03148 -0.9 1.2 1.7
H 2.34697 3.17240 -4.45161 2.1 0.7 -0.5
H 0.05069 -2.44933 -1.02700 -4.0 -6.8 1.7
H 7.37009 -5.70252 1.29919 0.4 0.2 0.0
H 6.67387 -5.13563 -0.96397 0.1 2.9 0.9
H -5.49732 6.97871 -0.13708 -0.6 0.5 0.0
H 3.79092 1.43000 0.55087 -0.9 -0.1 0.1
H 1.30311 -0.52193 3.20751 1.6 -0.1 -0.2
H -1.94870 -0.07152 -2.49733 0.5 0.2 1.8
H -1.52421 1.94152 -4.79199 -2.9 -2.3 -1.4
H 1.46249 5.02806 -2.73015 0.5 0.4 0.6
H 7.93704 1.23648 -1.14151 1.2 0.0 -7.4
H -4.17685 -0.33617 1.62881 0.0 0.4 -1.6
```
Positions in Å, forces in eV/Å.

* frontier orbital gap: 7.4 eV
* charge: +1
* energy above the lowest of the compared OMol25 structures with the same formula, charge and spin: 412.1 kJ/mol
* HOMO: -9.581 eV
* lowest unoccupied orbital energy: -0.0793 Eh

---

Record 2
C8H11Cl4F2N2 | the ωB97M-V functional and the def2-TZVPD basis

The geometry in XYZ format:
```
27
Properties=species:S:1:pos:R:3:forces:R:3
Cl -2.73931 -0.15488 -5.52781 0.0 0.0 0.1
Cl 1.41888 -2.34873 3.93417 0.1 0.0 -0.1
Cl -2.18176 0.43565 -2.21091 0.1 -0.1 0.1
Cl -1.13161 -0.13288 3.46221 0.1 0.0 -0.1
F 2.73686 2.12135 -2.42359 -0.1 -0.4 0.6
F 1.18060 -0.01193 -2.94834 1.6 1.0 4.3
N 2.85646 1.65077 -0.19544 -1.3 -2.0 1.5
N 2.40413 1.34455 -1.39281 -2.3 -4.0 1.8
C -1.16357 -1.60888 4.46108 0.0 -0.3 0.2
C 1.59426 0.21160 -1.58480 -1.8 -2.0 -2.3
C 1.08242 -0.83195 -0.56160 3.2 4.1 2.9
C 0.17289 -1.88051 5.11956 -0.3 0.2 0.3
C -2.58803 1.43040 -4.73235 0.0 0.1 0.0
C -1.59396 1.40279 -3.58954 0.1 0.3 -0.3
C 1.57041 -0.44944 0.88932 0.2 1.7 -5.9
C 2.45487 0.82489 0.85204 -0.4 -0.9 0.6
H 1.29328 -1.05346 1.81352 0.5 1.0 -1.1
H -1.42776 2.41593 -3.21721 -0.1 -0.1 0.0
H -0.63321 0.99514 -3.90412 -0.3 0.0 0.0
H 2.86947 1.13470 1.88004 -0.6 -0.3 -2.0
H 0.07870 -2.70857 5.82444 0.0 0.0 -0.2
H 0.53628 -1.00891 5.66644 0.0 -0.1 -0.2
H -1.47494 -2.44037 3.82660 0.1 0.1 0.0
H -2.25601 2.13774 -5.49477 0.1 -0.1 0.1
H 0.44962 -1.75194 -0.77611 0.9 1.6 -0.2
H -1.92932 -1.45932 5.22440 0.1 0.0 0.0
H -3.57964 1.73625 -4.39445 0.1 -0.1 0.0
```
Positions in Å, forces in eV/Å.

* frontier orbital gap: 7.1 eV
* charge: +1
* HOMO: -13.011 eV
* lowest unoccupied orbital energy: -0.2176 Eh

---

Record 3
C2H12N2O2 | the ωB97M-V functional and the def2-TZVPD basis

The geometry in XYZ format:
```
18
Properties=species:S:1:pos:R:3:forces:R:3
O 1.53039 -1.86315 -0.54017 0.6 -1.9 -0.5
O -1.74491 -0.47480 -2.81831 0.7 0.7 0.4
N -0.83872 2.07923 -0.40671 0.4 -0.6 1.6
N 0.86210 -0.67023 1.82739 0.4 -0.2 1.0
C -0.27397 0.11181 1.28720 2.5 1.5 -0.4
C 0.14433 1.05968 0.08139 0.2 -0.3 -0.8
H -0.98994 -0.57750 0.91884 -1.4 -0.2 0.1
H 2.14894 -2.63059 -0.61213 -0.9 0.7 0.0
H -0.54806 0.89361 2.00711 -0.7 -0.9 0.3
H -0.99178 0.07381 -2.49766 -0.8 -0.7 -0.3
H 0.38410 0.41789 -0.79657 0.1 0.4 0.5
H 1.04957 1.63998 0.33605 -0.2 -0.6 0.1
H -1.60540 1.60221 -0.85658 -0.4 0.1 0.0
H 1.00380 -1.62566 1.38757 -0.4 2.0 1.2
H 1.04317 -0.56150 2.87092 -0.6 -0.6 -2.3
H 2.12686 -1.12637 -0.58704 0.3 0.8 0.1
H -2.08947 -0.91598 -2.03448 0.1 0.0 0.0
H -1.21102 2.56756 0.43318 0.1 -0.4 -1.0
```
Positions in Å, forces in eV/Å.

* frontier orbital gap: 9.2 eV
* SMILES: NCCN.O.O
* charge: 0
* energy above the lowest of the compared OMol25 structures with the same formula, charge and spin: 123.5 kJ/mol
* HOMO: -8.558 eV
* lowest unoccupied orbital energy: 0.0242 Eh

---

Record 4
C6H9BO7 | the ωB97M-V functional and the def2-TZVPD basis

The geometry in XYZ format:
```
23
Properties=species:S:1:pos:R:3:forces:R:3
O -0.88600 1.53241 2.70562 -2.6 0.1 4.6
O -3.10765 -2.17127 -0.57025 -4.9 -1.7 -1.3
O 2.84433 0.58941 -2.02182 -0.6 -0.1 -0.1
O -1.23458 -2.44989 0.59214 0.5 -0.3 1.0
O 0.88788 1.85010 -1.88158 -0.2 0.0 -0.4
O -1.33713 -0.88664 -0.96436 -0.3 -0.1 0.8
O 0.92974 2.05683 1.59120 0.5 -0.2 -0.4
C 0.99223 -0.50249 -0.66605 -0.4 0.8 0.0
C -0.39254 -0.39581 0.00159 1.0 0.6 -0.3
C -0.94487 0.96644 0.43808 -0.1 0.2 0.1
C -2.03313 -1.89444 -0.33300 4.4 1.6 0.4
C -0.33140 1.51303 1.70658 2.2 0.0 -4.0
C -0.48107 -1.36161 1.19503 -1.4 -1.0 -0.6
B 1.54619 0.70973 -1.53429 0.5 -0.1 -0.3
H 1.75734 -0.75793 0.06431 0.2 0.1 0.2
H 0.95280 -1.36966 -1.32493 -0.1 -0.2 0.0
H 2.86626 -0.25454 -2.48928 0.6 -0.1 0.3
H -1.98846 0.80240 0.68552 -0.2 -0.1 0.1
H 0.44889 -1.72779 1.60371 0.3 -0.1 -0.2
H 1.58975 1.35828 1.69219 0.1 0.2 0.0
H -0.01557 1.69470 -2.17924 0.0 0.2 0.4
H -0.94649 1.73222 -0.32692 0.4 0.0 -0.2
H -1.11653 -1.03346 2.01577 0.2 0.5 0.1
```
Positions in Å, forces in eV/Å.

* frontier orbital gap: 11.0 eV
* SMILES: O=C(O)C[C@@]1(CB(O)O)COC(=O)O1
* charge: 0
* energy above the lowest of the compared OMol25 structures with the same formula, charge and spin: 139.9 kJ/mol
* HOMO: -10.948 eV
* lowest unoccupied orbital energy: 0.0014 Eh

---

Record 5
C2H5IO2 | the ωB97M-V functional and the def2-TZVPD basis

The geometry in XYZ format:
```
10
Properties=species:S:1:pos:R:3:forces:R:3
I 2.51355 -0.39635 -0.00496 -0.2 0.5 0.0
O 0.42351 1.22420 -1.24234 -0.3 1.6 1.7
O 0.23047 1.26745 1.12187 -0.3 -0.1 0.4
C -0.76257 -1.09199 -0.09671 2.6 2.0 0.6
C 0.60121 0.64876 -0.02252 -2.6 -5.1 -0.7
H -0.11384 0.54887 1.73121 0.7 1.3 -1.2
H -1.78864 -0.94681 0.19547 -0.3 0.4 0.1
H -0.62046 -1.36368 -1.10865 -0.1 -0.1 -1.1
H -0.26454 1.91029 -1.08256 0.4 -0.4 -0.4
H -0.21869 -1.80073 0.50920 0.0 -0.1 0.4
```
Positions in Å, forces in eV/Å.

* frontier orbital gap: 8.7 eV
* charge: 0
* energy above the lowest of the compared OMol25 structures with the same formula, charge and spin: 273.6 kJ/mol
* HOMO: -8.375 eV
* lowest unoccupied orbital energy: 0.0128 Eh

---

Record 6
C3H6O3 | the ωB97M-V functional and the def2-TZVPD basis

The geometry in XYZ format:
```
12
Properties=species:S:1:pos:R:3:forces:R:3
O -1.79583 1.13049 1.16369 0.2 -0.5 -0.1
O 0.81746 -0.38044 0.70430 -0.1 0.0 0.0
O 0.07591 0.38271 -1.29002 -0.1 -0.1 0.6
C -0.10833 0.06474 -0.14378 0.2 0.1 -0.3
C 2.16767 -0.31966 0.24292 0.3 0.0 -0.1
C -1.41518 0.11287 0.64713 -0.2 0.4 0.3
H 2.31344 -0.97616 -0.61737 0.0 0.1 0.1
H -2.50605 0.11958 -1.46721 -0.2 0.0 -0.3
H 2.76596 -0.64480 1.09165 0.0 0.0 -0.2
H 2.41442 0.70778 -0.03343 0.0 -0.1 0.0
H -1.94932 -0.85271 0.73967 0.0 0.1 0.1
H -2.78016 0.65560 -1.03755 -0.2 0.0 -0.3
```
Positions in Å, forces in eV/Å.

* frontier orbital gap: 10.8 eV
* SMILES: COC(=O)C=O.[H][H]
* charge: 0
* energy above the lowest of the compared OMol25 structures with the same formula, charge and spin: 241.4 kJ/mol
* HOMO: -10.132 eV
* lowest unoccupied orbital energy: 0.0259 Eh

---

Record 7
C3H2O2Rh | the ωB97M-V functional and the def2-TZVPD basis

The geometry in XYZ format:
```
8
Properties=species:S:1:pos:R:3:forces:R:3
Rh -2.49417 -0.67957 -0.58600 0.3 0.1 -0.1
O 0.66147 1.26555 -0.26288 -0.9 0.3 -0.4
O 1.23259 -0.77564 -0.00479 0.5 -1.8 2.6
C 0.85289 0.20324 -0.95095 0.0 1.1 0.5
C 0.45688 0.91675 1.13787 -1.8 1.4 0.2
C 1.06494 -0.39659 1.26808 -0.3 -0.8 -3.1
H -0.77357 0.82899 1.20437 2.7 0.1 0.3
H 0.91236 1.69094 1.76876 -0.5 -0.2 0.0
```
Positions in Å, forces in eV/Å.

* frontier orbital gap (spin up / spin down): 6.1 / 3.9 eV
* charge: +1
* 2S+1: 5
* energy above the lowest of the compared OMol25 structures with the same formula, charge and spin: 395.4 kJ/mol
* <S²>: 6.02
* HOMO (spin up / spin down): -12.380 / -13.528 eV
* lowest unoccupied orbital energy (spin up / spin down): -0.2322 / -0.3547 Eh